(1)
The following is a DFT calculation (the ωB97M-V functional and the def2-TZVPD basis) of a 11-piece molecular cluster, C40H111N9O11 overall at a distorted geometry.

The geometry in XYZ format:
```
171
C40H111N9O11 | the Open Molecules 2025 dataset | the ωB97M-V functional and the def2-TZVPD basis
H -1.42 0.99 -5.83
H -3.17 -6.77 -4.51
H 4.97 -0.17 1.03
H 0.09 -0.18 3.58
H -2.99 3.05 4.90
H 5.93 -5.25 -1.03
H 6.62 -1.82 -2.01
C -3.14 -5.95 -3.80
H 1.24 5.36 -1.51
H 5.78 -4.13 -3.35
C 0.29 1.22 0.35
N 1.39 -3.08 4.78
H 0.52 3.82 4.33
H 1.13 4.03 -4.49
C 1.44 -0.84 5.87
C 3.12 3.51 1.24
C -5.42 -3.48 -1.92
C 4.07 3.52 2.52
C 2.67 1.12 5.24
H 5.18 2.26 4.66
C 0.17 -1.26 3.70
H -4.31 -5.08 -0.93
N -6.32 -5.33 -0.54
C -1.06 0.64 -0.13
H 2.03 5.24 1.77
C 1.41 -1.65 4.57
H 0.19 4.30 -5.98
C -5.17 -4.45 -0.74
C -3.75 -1.70 1.55
H -0.90 1.95 5.19
H -0.76 -1.53 4.20
H -2.13 -2.18 -1.13
H -3.72 -6.30 -2.95
H 2.48 2.13 4.86
H -7.19 -4.85 -0.33
H -0.50 -1.99 -1.93
C -1.76 4.30 -1.10
H 3.04 2.05 -2.78
H -3.78 3.81 1.74
C -1.43 -4.58 -2.40
N 6.59 -2.36 -2.87
H 2.69 0.57 -3.82
C 0.21 3.79 -5.02
C 2.72 -5.35 2.15
H 3.31 1.10 6.12
H 1.09 1.14 -1.37
H -1.63 1.81 3.61
H 2.21 -1.14 6.59
H -0.89 1.48 -3.22
H 0.26 -1.71 2.71
C -1.21 2.53 4.32
H -0.61 6.28 0.60
H 3.95 1.89 0.05
H -0.38 -4.57 -2.12
O -3.93 -2.56 0.42
C -4.95 -3.56 0.56
C 0.03 1.42 -3.80
C -0.84 6.60 -0.42
H -3.15 -0.84 1.24
C -5.88 2.09 -0.06
H 4.51 -2.37 -1.18
H -3.60 -5.08 -4.27
N -4.53 0.55 -1.61
H -6.17 -5.91 0.27
C 5.74 -3.46 -2.49
H -1.30 -5.28 -4.41
H -3.02 8.95 -0.31
O -2.11 7.24 -0.54
O -2.20 3.50 4.60
H -1.09 -0.45 -0.08
H 0.71 -3.24 5.50
H 2.33 -1.41 4.03
H 6.57 -3.66 -0.47
H 1.99 -1.53 -3.64
H 1.63 4.61 0.30
C -2.07 8.52 -0.01
H -5.26 -4.00 -2.87
H 0.29 2.31 0.25
H 0.74 1.84 -5.97
H -2.71 4.84 -1.01
O 1.15 1.78 -2.96
H 0.54 -1.10 6.42
H 0.09 0.34 -3.97
H -0.50 3.89 2.80
H 4.54 -3.12 3.69
H -1.82 -1.31 -2.64
H -3.22 -2.16 2.39
H 6.36 3.16 3.61
H 3.13 3.15 -0.93
H 2.62 2.13 -4.55
H -7.89 0.80 -1.33
H -6.73 -0.57 -1.00
C 2.35 -1.97 -2.71
C 4.01 -0.63 1.24
O 1.26 0.71 -0.53
H 0.65 2.60 3.17
H -0.88 5.72 -2.40
H 3.49 -0.11 2.04
H -4.77 -4.10 1.49
H -6.70 2.80 0.01
H -1.87 2.23 -5.09
H -4.40 2.19 2.21
C -0.74 5.36 -1.38
N 0.53 4.69 -1.26
O 1.40 0.59 5.61
C 2.47 1.62 -3.60
N 2.38 4.75 0.96
O 3.63 -2.42 -3.08
H 7.45 -4.62 -1.61
H -6.41 -3.03 -1.85
C -4.60 3.09 1.62
H -5.55 3.56 1.89
C 3.71 2.96 -0.03
O 4.71 2.29 2.67
H 4.91 4.19 2.35
H -1.83 3.53 -1.87
H -1.56 3.87 -0.12
N -1.26 1.99 -5.86
H 0.64 1.00 1.35
H 2.97 -6.21 2.78
H -7.10 -0.02 -2.58
H 6.06 -1.71 -3.44
H -5.87 -3.02 0.80
H 6.22 1.35 3.58
H 2.35 -1.18 -1.97
O -4.67 2.84 0.20
H 0.91 -3.54 4.02
H 3.13 -3.71 4.12
H -0.52 4.25 -4.36
C 0.01 2.19 -5.25
H -1.87 0.97 0.53
C 6.44 -4.33 -1.32
H -5.97 2.10 -2.22
H 0.65 3.99 -1.98
H -4.72 -1.32 1.88
H 4.65 3.41 -0.33
C 3.23 -2.84 1.62
H -4.74 -2.64 -1.86
H -1.34 -7.62 -3.87
H 3.10 0.60 4.38
H -1.32 0.93 -1.15
H -4.39 -0.05 -0.81
C -5.78 1.37 -1.43
H 0.02 7.22 -0.66
H -2.01 -4.74 -1.49
C -6.93 0.34 -1.56
H 3.67 -3.86 -1.68
H -6.03 1.38 0.75
H 2.55 -5.83 1.19
O 4.33 -1.97 1.56
H 2.39 -2.37 2.13
O -1.84 -3.31 -2.92
H 2.43 2.77 1.64
H 2.79 -2.93 0.62
C -1.56 -2.19 -2.06
H 4.64 -4.51 1.80
C -1.70 -5.65 -3.47
C 4.30 -3.05 -2.01
H -0.09 -6.88 -3.36
C -0.08 3.27 3.60
C 5.70 2.30 3.70
H -2.05 8.47 1.08
H 3.34 -0.55 0.38
H -3.77 1.22 -1.55
N -1.08 -6.94 -3.17
C 3.70 -4.18 2.24
N 3.97 -3.95 3.62
H 3.48 3.82 3.39
H 1.67 -2.78 -2.43
H 1.74 -5.17 2.61
H -1.23 9.06 -0.46
```

LUMO (eV): 0.36
Energy above the lowest of the compared OMol25 structures with the same formula, charge and spin (kJ/mol): 374.8
E_HOMO (eV): -8.6
Orbital gap (Ha): 0.3302
Max |F| (eV/A): 3.2
Total charge: 0

***

(2)
The following is a DFT calculation (the ωB97M-V functional and the def2-TZVPD basis) of C37H34CaIN7O9Si as an isolated structure at a distorted geometry.

The geometry in XYZ format:
```
90
C37H34CaIN7O9Si | the Open Molecules 2025 dataset | the ωB97M-V functional and the def2-TZVPD basis
C -4.52 2.24 -1.85
C -3.90 -2.00 -5.20
N 1.83 -1.11 -0.85
H -1.47 -4.40 0.56
C -0.40 -4.46 0.78
O -0.78 1.40 -5.20
N -0.51 1.67 -0.63
H 3.24 3.30 5.07
O -0.60 -2.56 -1.78
C 0.43 -0.60 3.93
H -5.54 2.37 -2.19
C -3.29 -2.71 -4.16
N 0.13 -4.76 3.12
C -0.08 -2.48 2.31
Ca -0.46 -0.76 -0.66
N -1.96 1.12 -5.30
C -1.61 -3.06 -2.37
H -3.92 -0.18 -6.34
C -2.41 -0.18 -4.84
H 6.25 -1.20 -1.29
C 2.34 2.14 -0.22
H -1.14 -1.91 6.04
C 0.24 -2.00 3.61
C 5.62 -1.10 0.76
I -2.14 2.42 2.73
C 4.54 -1.06 1.67
H 1.64 5.19 4.91
H -3.89 4.20 -2.44
H -1.58 3.92 -1.73
C -2.26 -2.17 -3.44
O -0.35 -1.74 1.31
C -1.76 -0.82 -3.71
C 1.89 1.88 4.21
C 0.38 -4.29 4.35
C 2.25 3.14 4.66
H 6.63 -1.09 1.15
C 4.10 -1.17 -1.04
C -4.10 1.05 -1.28
N 0.29 0.40 3.14
H 0.03 4.46 0.81
C -0.09 -3.92 2.14
H 0.88 -3.46 6.66
C 3.23 -1.06 1.23
C 1.36 4.20 4.57
C -0.26 2.72 3.57
C 3.02 -1.11 -0.15
C 0.10 3.98 4.03
C -3.59 3.26 -1.99
C 0.70 -2.56 6.08
O -2.08 -4.18 -2.18
C 0.46 -2.95 4.65
N -4.97 -2.58 -5.95
H -2.51 -0.05 -0.41
H 0.75 -0.40 4.96
C -2.79 0.89 -0.87
H 0.08 -3.88 -0.01
C -3.46 -0.73 -5.53
O -5.42 -3.66 -5.58
H -4.80 0.23 -1.16
H 1.46 -1.20 -2.92
H 3.00 2.97 0.06
H -0.61 4.79 3.94
H 0.54 -5.03 5.13
H 0.83 2.17 -3.34
O -0.40 -1.85 6.67
H 2.88 1.52 -0.93
H 0.41 3.87 -3.21
H 2.60 1.06 4.25
H 1.49 5.00 -0.03
O -5.40 -1.99 -6.94
C 0.63 1.65 3.65
Si 0.73 2.80 -0.95
H -3.61 -3.71 -3.91
H 2.39 -1.03 1.90
C -1.80 1.90 -1.02
C 2.17 -1.17 -2.11
H 2.16 1.55 0.68
H -0.09 -5.50 0.73
C -2.27 3.11 -1.59
C 5.42 -1.16 -0.60
C 0.51 4.53 -0.17
O -2.78 1.87 -5.81
O -0.89 -0.24 -3.03
H 4.75 -1.02 2.73
C 1.05 3.09 -2.79
H -0.09 5.19 -0.79
H 1.58 -1.91 6.19
H 2.09 3.37 -2.97
H 3.99 -1.23 -3.18
N 3.52 -1.21 -2.29
```

LUMO (eV): 3.84
Energy above the lowest of the compared OMol25 structures with the same formula, charge and spin (kJ/mol): 0.0
E_HOMO (eV): -2.1
Orbital gap (Ha): 0.2187
Max |F| (eV/A): 1.2
Total charge: -2

***

(3)
The following is a DFT calculation (the ωB97M-V functional and the def2-TZVPD basis) of one molecule with the formula C4H10N2O at a distorted geometry.

The geometry in XYZ format:
```
17
C4H10N2O | the Open Molecules 2025 dataset | the ωB97M-V functional and the def2-TZVPD basis
N 1.24 1.97 0.87
N 0.83 -0.36 0.29
H 1.19 2.56 1.69
H 1.81 2.32 0.11
C -0.56 -0.01 0.03
C 1.53 0.54 1.18
H -0.58 0.62 -0.85
C -1.50 -1.40 -1.84
H -2.47 -0.94 -0.03
H 1.32 0.26 2.22
O -0.79 -0.85 -2.64
H -2.37 -1.86 -2.31
H 1.41 -0.43 -0.53
H -1.29 -2.21 0.10
H -0.93 0.52 0.90
H 2.62 0.49 1.15
C -1.45 -1.22 -0.34
```

LUMO (eV): 1.04
Energy above the lowest of the compared OMol25 structures with the same formula, charge and spin (kJ/mol): 226.1
E_HOMO (eV): -8.8
Orbital gap (Ha): 0.3611
Max |F| (eV/A): 1.8
Total charge: 0

***

(4)
The following is a DFT calculation (the ωB97M-V functional and the def2-TZVPD basis) of an isolated ion of composition C7H13BO2P and charge -1 at a distorted geometry.

The geometry in XYZ format:
```
24
C7H13BO2P | the Open Molecules 2025 dataset | the ωB97M-V functional and the def2-TZVPD basis
C 2.69 1.15 0.34
H 3.00 1.60 -0.60
C -1.13 -1.18 0.49
H 0.56 -0.33 -2.10
H 1.91 -1.46 -2.15
B -0.06 0.04 0.73
H 3.57 0.95 0.94
O -3.17 0.85 -0.37
C 0.30 0.31 3.50
O -1.87 0.81 -2.19
H -2.70 1.57 0.06
P 1.73 -0.43 0.07
C 0.14 0.25 2.30
H -2.84 -1.73 -0.70
H 2.07 1.86 0.88
C -1.91 -1.15 -0.84
C 1.59 -0.47 -1.80
H -0.44 1.12 0.28
H 0.46 0.67 4.49
C -2.29 0.23 -1.22
H -1.83 -1.23 1.33
H -1.39 -1.60 -1.67
H 2.21 0.29 -2.27
H -0.60 -2.14 0.51
```

LUMO (eV): 3.53
Energy above the lowest of the compared OMol25 structures with the same formula, charge and spin (kJ/mol): 0.0
E_HOMO (eV): -3.5
Orbital gap (Ha): 0.2586
Max |F| (eV/A): 1.0
Total charge: -1

***

Please write out number 2 again, unchanged.
The following is a DFT calculation (the ωB97M-V functional and the def2-TZVPD basis) of C37H34CaIN7O9Si as an isolated structure at a distorted geometry.

The geometry in XYZ format:
```
90
C37H34CaIN7O9Si | the Open Molecules 2025 dataset | the ωB97M-V functional and the def2-TZVPD basis
C -4.52 2.24 -1.85
C -3.90 -2.00 -5.20
N 1.83 -1.11 -0.85
H -1.47 -4.40 0.56
C -0.40 -4.46 0.78
O -0.78 1.40 -5.20
N -0.51 1.67 -0.63
H 3.24 3.30 5.07
O -0.60 -2.56 -1.78
C 0.43 -0.60 3.93
H -5.54 2.37 -2.19
C -3.29 -2.71 -4.16
N 0.13 -4.76 3.12
C -0.08 -2.48 2.31
Ca -0.46 -0.76 -0.66
N -1.96 1.12 -5.30
C -1.61 -3.06 -2.37
H -3.92 -0.18 -6.34
C -2.41 -0.18 -4.84
H 6.25 -1.20 -1.29
C 2.34 2.14 -0.22
H -1.14 -1.91 6.04
C 0.24 -2.00 3.61
C 5.62 -1.10 0.76
I -2.14 2.42 2.73
C 4.54 -1.06 1.67
H 1.64 5.19 4.91
H -3.89 4.20 -2.44
H -1.58 3.92 -1.73
C -2.26 -2.17 -3.44
O -0.35 -1.74 1.31
C -1.76 -0.82 -3.71
C 1.89 1.88 4.21
C 0.38 -4.29 4.35
C 2.25 3.14 4.66
H 6.63 -1.09 1.15
C 4.10 -1.17 -1.04
C -4.10 1.05 -1.28
N 0.29 0.40 3.14
H 0.03 4.46 0.81
C -0.09 -3.92 2.14
H 0.88 -3.46 6.66
C 3.23 -1.06 1.23
C 1.36 4.20 4.57
C -0.26 2.72 3.57
C 3.02 -1.11 -0.15
C 0.10 3.98 4.03
C -3.59 3.26 -1.99
C 0.70 -2.56 6.08
O -2.08 -4.18 -2.18
C 0.46 -2.95 4.65
N -4.97 -2.58 -5.95
H -2.51 -0.05 -0.41
H 0.75 -0.40 4.96
C -2.79 0.89 -0.87
H 0.08 -3.88 -0.01
C -3.46 -0.73 -5.53
O -5.42 -3.66 -5.58
H -4.80 0.23 -1.16
H 1.46 -1.20 -2.92
H 3.00 2.97 0.06
H -0.61 4.79 3.94
H 0.54 -5.03 5.13
H 0.83 2.17 -3.34
O -0.40 -1.85 6.67
H 2.88 1.52 -0.93
H 0.41 3.87 -3.21
H 2.60 1.06 4.25
H 1.49 5.00 -0.03
O -5.40 -1.99 -6.94
C 0.63 1.65 3.65
Si 0.73 2.80 -0.95
H -3.61 -3.71 -3.91
H 2.39 -1.03 1.90
C -1.80 1.90 -1.02
C 2.17 -1.17 -2.11
H 2.16 1.55 0.68
H -0.09 -5.50 0.73
C -2.27 3.11 -1.59
C 5.42 -1.16 -0.60
C 0.51 4.53 -0.17
O -2.78 1.87 -5.81
O -0.89 -0.24 -3.03
H 4.75 -1.02 2.73
C 1.05 3.09 -2.79
H -0.09 5.19 -0.79
H 1.58 -1.91 6.19
H 2.09 3.37 -2.97
H 3.99 -1.23 -3.18
N 3.52 -1.21 -2.29
```

LUMO (eV): 3.84
Energy above the lowest of the compared OMol25 structures with the same formula, charge and spin (kJ/mol): 0.0
E_HOMO (eV): -2.1
Orbital gap (Ha): 0.2187
Max |F| (eV/A): 1.2
Total charge: -2